14
Properties=species:S:1:pos:R:3:lowdin_charge:R:1 method="wB97M-V/def2-TZVPD" homo_energy_ev=-9.809 fmax_ev_per_a=1.77 gap_ev=11.0 e_lumo_ha=0.0441 de_lowest_ev=2.680 smiles=C1CC1[C@H]1CO1
C -1.24 1.10 -0.23 -0.125
H -2.60 -0.49 0.51 0.100
H -0.89 1.46 -1.20 0.102
H 2.12 0.18 1.59 0.110
C 0.91 -0.42 -0.13 -0.283
H 1.27 -0.12 -1.10 0.141
H -1.84 -0.86 -1.10 0.102
O 1.42 -1.59 0.48 -0.022
H 3.11 -0.43 0.15 0.116
C -0.42 0.02 0.43 -0.237
C -1.78 -0.30 -0.18 -0.109
H -0.42 0.00 1.51 0.143
C 2.15 -0.38 0.67 -0.135
H -1.68 1.86 0.40 0.098